No. 1
Formula: C10H13CoIN4O8P2
Source: OMol25
Level of theory: ωB97M-V/def2-TZVPD

HOMO-LUMO gap (alpha / beta) in eV: 8.7224 / 8.6923
Max |F| in eV/A: 2.1
Expectation value of S²: 1.198
Energy above the lowest of the compared OMol25 structures with the same formula, charge and spin in kJ/mol: 64.5
Highest occupied orbital energy (alpha / beta) in eV: -9.2265 / -9.1154

Structure (ORCA input):
```
! wB97M-V def2-TZVPD RIJCOSX def2/J DEFGRID3
* xyz 0 2
Co 0.53 0.94 0.05
O 3.81 1.01 -1.96
P 3.29 1.71 -0.61
O 4.36 2.40 0.11
O 2.46 0.65 0.12
O 2.17 2.72 -1.27
P 1.27 3.71 -0.34
O 0.38 4.39 -1.50
O 1.99 4.70 0.46
O 0.33 2.75 0.43
H 4.63 1.45 -2.21
H 0.35 3.86 -2.30
I -4.83 -2.02 0.78
C -3.81 -0.20 0.51
C -4.50 0.98 0.27
C -3.75 2.13 0.10
C -2.37 2.06 0.16
N -1.72 0.92 0.38
C -2.43 -0.19 0.56
H -5.58 0.99 0.23
H -4.24 3.08 -0.08
H -1.75 2.94 0.04
H -1.89 -1.10 0.77
C -0.04 -3.43 -1.90
N 0.34 -2.89 -0.60
C 0.80 -3.66 0.41
C 1.20 -3.12 1.59
C 1.10 -1.71 1.74
N 0.52 -0.99 0.79
C 0.25 -1.52 -0.42
O -0.08 -0.77 -1.34
N 1.51 -1.06 2.84
H 0.12 -4.50 -1.90
H 0.55 -2.96 -2.68
H -1.09 -3.21 -2.09
H 0.84 -4.72 0.22
H 1.59 -3.74 2.38
H 2.13 -1.52 3.48
H 1.56 -0.06 2.76
*
```

No. 2
Formula: C18H14BrN5O2Sc
Source: OMol25
Level of theory: ωB97M-V/def2-TZVPD

HOMO-LUMO gap in eV: 7.3217
Max |F| in eV/A: 0.7
Energy above the lowest of the compared OMol25 structures with the same formula, charge and spin in kJ/mol: 0.0
Highest occupied orbital energy in eV: -11.5599

Structure (ORCA input):
```
! wB97M-V def2-TZVPD RIJCOSX def2/J DEFGRID3
* xyz 1 1
Sc 0.26 -2.64 -0.18
O -2.87 1.63 -1.49
C -3.70 0.61 -1.07
C -5.04 0.81 -0.78
C -5.80 -0.27 -0.34
C -5.23 -1.52 -0.19
C -3.88 -1.70 -0.49
C -3.11 -0.64 -0.93
C -1.65 -0.79 -1.29
O -1.20 -2.10 -1.14
N -0.84 0.06 -0.38
N 0.44 -0.38 -0.20
C 1.37 0.42 0.18
C 2.69 -0.07 0.54
Br 2.86 -1.97 0.62
C 3.76 0.64 0.89
C 3.88 2.11 0.85
C 3.37 2.88 -0.19
C 3.51 4.26 -0.17
C 4.15 4.87 0.89
C 4.69 4.11 1.92
C 4.57 2.73 1.89
H -3.39 2.42 -1.67
H -5.48 1.79 -0.89
H -6.85 -0.12 -0.11
H -5.82 -2.36 0.14
H -3.44 -2.68 -0.41
H -1.50 -0.46 -2.32
H -0.97 1.06 -0.51
H 1.19 1.48 0.29
H 4.63 0.10 1.26
H 2.92 2.40 -1.05
H 3.13 4.85 -0.99
H 4.26 5.95 0.91
H 5.22 4.59 2.73
H 5.01 2.14 2.68
N 0.44 -4.59 0.15
C 0.26 -5.78 0.20
N 0.19 -6.98 0.27
C -0.66 -7.99 0.22
N -1.37 -8.90 0.19
*
```

No. 3
Formula: C9H11N4OS
Source: OMol25
Level of theory: ωB97M-V/def2-TZVPD

HOMO-LUMO gap (alpha / beta) in eV: 6.4118 / 6.4109
Max |F| in eV/A: 5.1
Energy above the lowest of the compared OMol25 structures with the same formula, charge and spin in kJ/mol: 0.0
Highest occupied orbital energy (alpha / beta) in eV: -11.8592 / -11.8590

Structure (ORCA input):
```
! wB97M-V def2-TZVPD RIJCOSX def2/J DEFGRID3
* xyz 1 1
C -0.96 1.73 -2.53
C -0.87 2.70 -1.51
C -0.31 0.47 -2.34
C -0.14 2.47 -0.36
C 0.34 0.23 -1.17
C 0.54 1.23 -0.26
C -1.75 -2.28 -0.23
C 1.69 -0.08 1.49
C -0.90 -2.88 0.80
N -2.18 -1.08 -0.08
N 2.33 -0.12 2.70
N 1.38 1.05 0.87
N -1.76 -0.60 1.09
O 1.19 -1.17 1.10
S -0.78 -1.46 1.95
H -1.62 1.87 -3.38
H -1.39 3.61 -1.77
H -0.17 -0.19 -3.16
H 0.15 3.16 0.39
H 0.95 -0.65 -1.19
H -1.81 -2.74 -1.18
H -1.18 -3.67 1.38
H 0.13 -3.03 0.32
H 2.93 0.52 3.05
H 2.44 -1.13 2.85
H 1.74 2.03 1.17
*
```

No. 4
Formula: H9O4
Source: OMol25
Level of theory: ωB97M-V/def2-TZVPD

HOMO-LUMO gap in eV: 11.4282
Max |F| in eV/A: 1.9
Energy above the lowest of the compared OMol25 structures with the same formula, charge and spin in kJ/mol: 105.2
Highest occupied orbital energy in eV: -14.8766

Structure (ORCA input):
```
! wB97M-V def2-TZVPD RIJCOSX def2/J DEFGRID3
* xyz 1 1
O -0.61 0.28 -0.41
H -0.62 1.15 -1.27
H 0.25 0.32 0.07
H -1.04 -0.55 -0.04
O -1.42 -1.83 0.76
H -1.43 -2.67 0.26
H -1.05 -2.05 1.63
O 2.76 -0.48 1.35
H 2.98 -1.43 1.27
H 3.56 -0.02 1.51
O -0.79 2.25 -1.77
H -1.10 2.65 -0.95
H -1.48 2.38 -2.41
*
```

Q: Look up the max |F| of the second one.
A: 0.7 eV/A

Please write out number 1 again, unchanged.
Formula: C10H13CoIN4O8P2
Source: OMol25
Level of theory: ωB97M-V/def2-TZVPD

HOMO-LUMO gap (alpha / beta) in eV: 8.7224 / 8.6923
Max |F| in eV/A: 2.1
Expectation value of S²: 1.198
Energy above the lowest of the compared OMol25 structures with the same formula, charge and spin in kJ/mol: 64.5
Highest occupied orbital energy (alpha / beta) in eV: -9.2265 / -9.1154

Structure (ORCA input):
```
! wB97M-V def2-TZVPD RIJCOSX def2/J DEFGRID3
* xyz 0 2
Co 0.53 0.94 0.05
O 3.81 1.01 -1.96
P 3.29 1.71 -0.61
O 4.36 2.40 0.11
O 2.46 0.65 0.12
O 2.17 2.72 -1.27
P 1.27 3.71 -0.34
O 0.38 4.39 -1.50
O 1.99 4.70 0.46
O 0.33 2.75 0.43
H 4.63 1.45 -2.21
H 0.35 3.86 -2.30
I -4.83 -2.02 0.78
C -3.81 -0.20 0.51
C -4.50 0.98 0.27
C -3.75 2.13 0.10
C -2.37 2.06 0.16
N -1.72 0.92 0.38
C -2.43 -0.19 0.56
H -5.58 0.99 0.23
H -4.24 3.08 -0.08
H -1.75 2.94 0.04
H -1.89 -1.10 0.77
C -0.04 -3.43 -1.90
N 0.34 -2.89 -0.60
C 0.80 -3.66 0.41
C 1.20 -3.12 1.59
C 1.10 -1.71 1.74
N 0.52 -0.99 0.79
C 0.25 -1.52 -0.42
O -0.08 -0.77 -1.34
N 1.51 -1.06 2.84
H 0.12 -4.50 -1.90
H 0.55 -2.96 -2.68
H -1.09 -3.21 -2.09
H 0.84 -4.72 0.22
H 1.59 -3.74 2.38
H 2.13 -1.52 3.48
H 1.56 -0.06 2.76
*
```

Q: The highest energy above the lowest of the compared OMol25 structures with the same formula, charge and spin belongs to which entry?
A: H9O4